(1)
Below is a molecular structure, C66H58Cl2N5O2P2Pt, with properties calculated with wB97M-V/def2-TZVPD.

```
136
C66H58Cl2N5O2P2Pt (wB97M-V/def2-TZVPD)
C 2.4675 -1.0495 -4.7931
H 0.1946 3.7465 -3.9410
H 6.1849 3.3886 -4.4464
C 0.6036 4.9203 -1.4473
H 3.3794 1.1668 0.4899
Cl -4.3239 0.8599 -1.5217
H -0.6520 5.4883 0.9205
C -6.4058 0.9743 1.8645
H -3.3903 -1.8009 3.0265
H -2.8549 -2.5435 -3.0174
C 1.5944 -2.1750 1.6636
H -2.7041 4.3944 5.1718
H 2.9477 4.3639 0.8167
C -2.7571 -2.2587 2.2663
H -4.8829 3.4743 1.6007
C 4.5107 4.1663 -5.5585
C -6.4886 2.1722 -0.6146
C 0.3827 2.8525 1.2125
C 2.9371 3.2457 -3.4229
H 2.1634 -3.6613 3.1694
C 0.9651 2.4053 -1.9901
H -4.6988 4.7026 3.7456
H 2.1097 6.0698 -0.5608
C 1.2509 -2.8010 -3.0060
C 4.3323 3.0753 -3.4418
C -0.9650 0.0341 -4.1268
C -5.5460 1.1919 -0.3434
C -5.5111 0.5247 0.8840
C -4.4957 -1.7329 0.5560
C 2.3203 3.8942 -4.4991
C 2.0351 -1.7565 -2.5290
H 4.2559 1.7779 2.6151
C -4.1991 -4.2337 -0.6526
H -3.0875 1.9600 0.8911
H 0.7658 -3.4836 -2.3204
H 0.4871 6.3125 1.9883
Cl -6.3378 0.2685 3.4506
H 1.4212 4.7048 3.8134
P -0.4504 1.3458 2.0256
C 5.1131 3.5325 -4.4775
H 0.3351 5.6687 -2.1803
H -0.8945 1.7952 -5.3764
H 4.8022 2.5651 -2.6063
C -1.7447 3.0463 3.8128
H 0.7097 5.3116 -4.5468
H -4.0792 -5.1983 -1.1263
H -5.7888 -3.6035 -1.9444
H 2.9422 -0.3657 -5.4859
H -6.4874 2.6438 -1.5873
C 4.3423 -0.9323 0.9238
C -0.0562 5.3789 1.8250
H 1.3623 1.5685 3.5978
H 7.6473 -1.6027 0.6159
C -7.3329 1.9697 1.6203
C 5.6828 -1.0326 1.2619
C 1.6948 -2.1050 -5.2645
O -1.6684 -0.1616 2.5092
H -1.0710 0.2742 -6.2505
C -1.8393 2.3680 2.6028
H -2.1885 -1.3925 -5.1284
C 1.7227 4.0665 2.9887
C 0.5959 0.8205 3.4349
C -2.9780 2.5214 1.8139
H 0.6368 -3.1270 -0.0226
C 6.1795 -1.9149 -0.9137
H 0.5135 3.9611 -5.6469
H -0.8699 2.9380 4.4434
H 0.4913 0.7190 -5.5857
C -3.5646 -2.6598 1.0615
C -0.2486 2.7538 -0.2216
C -0.5878 0.7464 -5.3970
C 3.3617 2.2814 2.2655
H 1.5665 -2.2468 -6.3298
C -7.3899 2.5539 0.3638
H 1.5765 -1.6677 4.9190
H 3.2750 3.3399 4.1487
H 2.9746 2.3970 -1.5841
H 2.3286 -3.6375 0.2299
H 5.1000 4.5301 -6.3885
C 0.9114 4.2203 1.7211
P 2.1353 -1.3886 -0.7700
H -0.0429 0.7724 4.3176
C 4.8405 -1.8197 -1.2630
N 1.2407 -0.8450 1.7711
H 4.5251 -2.1400 -2.2457
C 6.6029 -1.5200 0.3453
C -5.3032 -2.0944 -0.5158
C 1.6339 -2.7996 0.2868
C 0.8549 4.2344 -4.6471
H 6.0061 -0.7398 2.2523
C 1.5386 -1.6146 3.8428
C -1.6776 -1.2584 -1.7907
Pt 0.2698 -0.0329 0.1049
H 0.4778 -3.7906 -4.7384
C 2.6299 -0.8707 -3.4307
H 3.6323 -0.5779 1.6571
C 3.1428 4.3257 -5.5485
C -3.8995 4.0479 3.4246
H -0.9450 3.6000 -2.1091
C 1.8433 -2.6613 2.9240
C -5.1473 -3.3354 -1.1148
C -0.4598 0.4743 -2.8806
H -0.7344 5.2289 2.6648
C 1.1516 -0.5268 3.0931
C 3.9104 -1.3257 -0.3466
C -2.7781 3.8790 4.2230
H -2.6864 -4.5866 0.8320
C 1.6997 2.5821 0.4746
H 2.6627 4.8210 -6.3851
C 2.8695 1.9178 1.0780
N 2.3207 2.7164 -2.2775
N 0.4127 1.5605 -2.9782
H 0.8651 1.6631 -3.8713
C 1.5761 5.1265 -0.5820
H 3.2324 -0.0437 -3.0696
H -2.0050 -1.7930 -0.9164
C 1.9244 4.1710 0.5031
O -1.0098 -1.5100 0.8513
N -4.5866 -0.4775 1.1843
H -6.0643 -1.4144 -0.8739
H -1.2152 2.2608 -0.2689
C -3.9999 3.3661 2.2187
H -8.0094 2.2687 2.4085
N 0.9024 1.8433 -0.5969
C 2.7876 3.2768 3.1824
H -2.2532 -3.0958 2.7515
C -0.0377 3.5892 -1.5100
C -2.1772 -1.6997 -3.0010
C -1.8108 -1.0548 -4.1705
C -0.8041 -0.1673 -1.6832
H -8.1268 3.3166 0.1542
H 6.8901 -2.3069 -1.6290
C -3.4213 -3.8904 0.4453
H -4.3477 -0.4850 2.1641
C -1.7127 -1.2394 1.8608
C 1.0862 -2.9741 -4.3730
```

Properties
DFT total energy (a.u.): -4696.23801
Total charge: +1
HOMO energy (eV): -9.8302
Kohn-Sham gap (eV): 6.6


(2)
Below is a molecular structure, C6H13IN, with properties calculated with wB97M-V/def2-TZVPD.

```
21
C6H13IN (wB97M-V/def2-TZVPD)
H -0.7316 1.9870 -1.3218
H -1.1805 -2.5069 1.4271
H 1.3069 1.4795 -0.7932
H -2.5012 0.8976 -0.0630
H -0.3371 3.0275 0.2541
C 0.8870 -0.4035 -0.2997
C -0.9865 2.2935 -0.3287
I 3.6790 0.1760 -0.1249
H -0.3426 -0.1880 1.4306
C 1.5923 0.8644 -0.0580
H -1.5566 -1.8554 -0.2434
H 0.3007 -1.8147 -1.7844
H 1.4284 -0.4724 -2.2210
C -1.9374 1.7164 0.3961
N 0.8120 -0.8427 -1.5019
H -2.2649 2.0086 1.3864
C -0.7494 -2.1887 0.4998
H -0.2277 -3.0759 0.1607
C 0.2289 -1.0517 0.7865
H 1.5000 1.2222 0.9018
H 1.0802 -1.2725 1.4967
```

Properties
DFT total energy (a.u.): -588.54257
Total charge: +1
Energy relative to the best compared isomer or geometry (same formula, charge and spin) (eV): 1.435
HOMO energy (eV): -13.7066
Kohn-Sham gap (eV): 9.0


(3)
Below is C3H5NO2S in the gas phase, with properties calculated with wB97M-V/def2-TZVPD.

```
12
C3H5NO2S (wB97M-V/def2-TZVPD)
C -1.4270 0.3628 0.4574
N 1.2791 -0.9257 -0.0481
H -2.3617 0.8626 0.2461
C -0.6122 0.3858 -0.7722
O 1.7828 1.2058 -0.8422
S -1.4964 -1.1350 -0.5797
H 0.6630 -1.7314 0.1032
O 2.6762 -1.3847 0.1556
C 1.0343 0.2999 -0.6203
H -0.8242 1.0607 -1.7241
H 3.2796 -0.6307 0.3518
H -1.1258 0.0904 1.5235
```

Properties
DFT total energy (a.u.): -720.45911
Total charge: 0
Spin multiplicity: 3
Energy relative to the best compared isomer or geometry (same formula, charge and spin) (eV): 3.240
HOMO energy (spin up / spin down) (eV): -4.7631 / -10.0691
Kohn-Sham gap (spin up / spin down) (eV): 5.4 / 6.9


(4)
Below is 2 unconnected molecules or ions with the total composition C4H12, with properties calculated with wB97M-V/def2-TZVPD.

```
16
C4H12 (wB97M-V/def2-TZVPD)
H 0.9972 1.9829 -0.5617
H -1.3077 0.4023 0.0753
H -1.0632 -2.1903 0.9154
H -2.7507 -1.6837 1.0952
H -2.9275 -0.1674 -0.5620
H 1.2740 0.3752 -1.2493
C -1.8837 -0.4013 -0.3837
H 2.8414 1.6329 1.1901
C 2.2029 0.8821 0.7369
H 2.4138 1.8149 -1.3275
C 1.7544 1.1858 -0.7185
H 2.7610 -0.0526 0.7982
H -1.5298 -0.5157 -1.4039
H -2.1501 -2.5334 -0.2788
H 1.2633 0.9825 1.2721
C -1.8953 -1.7141 0.4023
```

Properties
DFT total energy (a.u.): -159.55732
Total charge: 0
SMILES string: CC.CC
Energy relative to the best compared isomer or geometry (same formula, charge and spin) (eV): 0.753
HOMO energy (eV): -11.5049
Kohn-Sham gap (eV): 12.6


(5)
Below is C10H8ClNO in the gas phase, with properties calculated with wB97M-V/def2-TZVPD.

```
21
C10H8ClNO (wB97M-V/def2-TZVPD)
H -2.0208 2.1075 1.5760
H 1.6707 -2.7563 -0.9355
H -0.5233 -0.1497 -2.7345
O -0.0355 1.4206 2.8116
H 1.5754 -2.6620 1.3047
C -0.1969 0.2223 -0.6126
H -3.3354 2.3805 -0.3458
C -0.5436 0.7808 0.5453
C 1.4056 -1.5587 1.0765
C -2.4449 1.6895 -0.5575
C 0.8094 -0.7424 2.0066
C 0.1617 0.5445 1.9674
N 2.1135 -1.7591 -1.1839
C -2.0718 1.0205 -1.7850
H 0.6531 -1.2412 2.9781
C 2.0055 -0.9741 -0.1062
Cl 2.9794 0.3848 -0.2621
H -2.5265 1.1737 -2.8087
H 2.9639 -1.6590 -1.7692
C -1.7513 1.5069 0.6225
C -0.8882 0.2709 -1.7877
```

Properties
DFT total energy (a.u.): -975.84272
Total charge: 0
Spin multiplicity: 3
HOMO energy (spin up / spin down) (eV): -6.6273 / -9.1195
Kohn-Sham gap (spin up / spin down) (eV): 6.8 / 7.8